This record from OMol25 describes a structure of composition C31H46BrFeGeN2O4SeSi. The level of theory is wB97M-V/def2-TZVPD.

Each line ends with the Mulliken charge.
Element x y z (Å)
Fe (-0.88410, -0.51486, -0.78016)  2.11
Br (4.33205, -4.22888, 3.17278)  -0.19
C (3.28083, -2.96549, 2.12399)  -0.29
C (3.92220, -2.38573, 0.99479)  -0.60
C (3.15329, -1.68835, 0.08759)  -0.74
C (1.81922, -1.24222, 0.38952)  0.31
O (1.12528, -0.72930, -0.56116)  -0.24
C (1.28105, -1.55440, 1.72131)  2.00
C (-0.02454, -1.08604, 2.09973)  -2.00
N (-0.75139, -0.21338, 1.39790)  0.47
C (-0.66140, 1.14273, 1.77984)  -0.07
C (-0.43280, 1.64455, 3.06623)  -0.37
C (-0.40556, 3.00273, 3.30123)  -1.22
C (-0.47534, 3.93246, 2.27911)  -0.77
C (-0.63250, 3.48360, 0.93702)  1.22
C (-0.71472, 4.39870, -0.12757)  -0.78
C (-1.02091, 3.87369, -1.38078)  -1.08
C (-1.13260, 2.51771, -1.59841)  -0.76
N (-0.88016, 1.61287, -0.60018)  0.86
C (-0.72961, 2.10238, 0.70132)  0.32
C (1.96016, -2.53057, 2.49107)  -1.01
H (4.95694, -2.62246, 0.76958)  0.50
H (3.58091, -1.44554, -0.87963)  0.44
H (-0.41661, -1.47293, 3.03383)  0.52
H (-0.24929, 0.93800, 3.87236)  0.44
H (-0.38233, 3.34481, 4.31097)  0.45
H (-0.50824, 5.01614, 2.47603)  0.36
H (-0.70602, 5.47093, 0.03542)  0.47
H (-1.26524, 4.57837, -2.22509)  0.36
H (-1.39522, 2.11402, -2.55474)  0.67
H (1.65731, -2.84323, 3.47447)  0.51
C (-2.27253, -3.90403, 0.72609)  -1.46
C (-1.68422, -3.76910, -0.71274)  1.22
C (-2.56175, -4.61977, -1.73924)  -1.75
C (-0.23221, -4.24981, -0.54419)  -1.57
O (-1.69418, -2.42310, -1.12428)  0.44
Ge (-2.50406, -1.63391, -2.75549)  -0.68
O (-2.80476, -0.18091, -1.53929)  0.01
C (-4.14261, 0.17508, -1.13481)  1.18
C (-4.06008, 1.03482, 0.13629)  -1.44
C (-4.74352, 0.94151, -2.35772)  -1.45
C (-4.96256, -1.13122, -0.96399)  -1.47
O (-0.79812, -0.65654, -2.82024)  0.14
C (0.23015, -1.00498, -3.78879)  1.17
C (0.72956, -2.40884, -3.47552)  -0.98
C (1.35817, -0.01123, -3.68490)  -1.61
C (-0.35312, -0.91749, -5.18993)  -1.61
H (-2.23304, -4.94639, 1.04592)  0.50
H (-3.33508, -3.60614, 0.72977)  0.31
H (-1.78820, -3.29297, 1.47577)  0.16
H (-2.79091, -5.62064, -1.39089)  0.43
H (-2.15619, -4.64351, -2.73620)  0.34
H (-3.53578, -4.05800, -1.79724)  0.40
H (-0.10850, -5.19123, 0.04699)  0.44
H (0.27719, -3.44588, -0.00773)  0.36
H (0.32449, -4.38986, -1.45648)  0.24
H (-3.60447, 2.00604, -0.01354)  0.27
H (-3.43068, 0.50613, 0.87009)  0.16
H (-5.01929, 1.22129, 0.62390)  0.49
H (-4.47472, 2.00734, -2.34020)  0.33
H (-5.79039, 0.78716, -2.41846)  0.48
H (-4.40755, 0.55861, -3.34314)  0.21
H (-4.54269, -1.80876, -0.23546)  0.11
H (-5.04363, -1.61922, -1.93422)  0.49
H (-5.97202, -0.95237, -0.59037)  0.50
H (1.22549, -2.41004, -2.49081)  -0.05
H (1.50392, -2.81312, -4.14139)  0.57
H (-0.09606, -3.11580, -3.34214)  0.10
H (1.87475, -0.13395, -2.70107)  0.13
H (0.98834, 0.99776, -3.73800)  0.32
H (1.98366, -0.21009, -4.55382)  0.58
H (-1.12935, -1.73288, -5.29815)  0.31
H (0.45134, -1.07838, -5.96913)  0.42
H (-0.90943, 0.02052, -5.34288)  0.33
C (4.73503, 1.86377, 3.89379)  -0.96
Si (4.55487, 3.57327, 3.05747)  0.20
C (6.23847, 4.47473, 3.04832)  -1.04
C (3.16647, 4.54258, 3.89591)  -0.65
Se (3.61832, 2.99755, 1.12911)  -0.64
H (5.35320, 1.85562, 4.77180)  0.40
H (5.13192, 1.19228, 3.09144)  0.18
H (3.75138, 1.51743, 4.17372)  0.19
H (6.47982, 4.95863, 3.97983)  0.35
H (6.24579, 5.32495, 2.32279)  0.27
H (7.06414, 3.80868, 2.75493)  0.27
H (3.26973, 4.68131, 4.97517)  0.43
H (2.31946, 3.83018, 3.75826)  -0.21
H (2.90534, 5.45255, 3.35669)  0.29

Charge: 0
HOMO energy (spin up / spin down): -5.11 / -5.05 eV
Spin multiplicity: 6



This record from OMol25 describes a structure of composition C31H46BrIrN3OP2. The level of theory is wB97M-V/def2-TZVPD.

Each line ends with the Mulliken charge.
Element x y z (Å)
N (3.08073, -6.50216, -6.44806)  0.07
C (2.21945, -7.08727, -5.62278)  -0.38
C (1.58036, -6.37542, -4.59907)  -0.42
C (1.92984, -5.02681, -4.36272)  0.64
C (2.87372, -4.44634, -5.24292)  -0.43
C (3.40532, -5.22504, -6.27992)  -0.42
C (1.31698, -4.27346, -3.26537)  -0.32
Ir (0.23805, -0.16487, 0.97244)  0.38
P (-2.71841, 4.33552, 0.33849)  0.23
C (1.70734, -3.03290, -2.85016)  -0.50
C (0.83912, -2.17358, -2.08319)  0.92
C (0.84127, -0.78955, -2.37507)  -0.39
C (-0.10128, 0.05490, -1.81846)  -0.91
C (-0.89307, -0.45068, -0.72270)  -0.18
C (-1.10367, -1.88948, -0.65047)  -0.82
C (-0.17241, -2.70894, -1.25096)  -0.43
Br (-2.25407, 0.62971, 0.13778)  0.10
H (0.42067, -4.75206, -2.86062)  0.30
H (2.63391, -2.60893, -3.25912)  0.46
H (0.83092, -6.86024, -3.98114)  0.45
H (3.18207, -3.40888, -5.15112)  0.35
H (1.98472, -8.14263, -5.76602)  0.41
H (4.09802, -4.79128, -6.99970)  0.41
H (1.53026, -0.43507, -3.14855)  0.63
H (-0.22225, -3.78205, -1.10550)  0.52
H (-0.32725, 1.05293, -2.18232)  0.64
H (-1.99529, -2.24900, -0.13998)  0.58
P (1.79265, 1.30916, 0.78518)  0.82
C (-3.87325, 3.13584, -0.41757)  -0.14
C (-5.03925, 3.74484, -1.20179)  -1.44
H (-4.26616, 2.50921, 0.39966)  0.54
H (-3.27545, 2.48818, -1.08161)  0.09
H (-5.77732, 2.96191, -1.42262)  0.41
H (-5.52523, 4.52591, -0.60708)  0.39
H (-4.70515, 4.17156, -2.15557)  0.34
C (-1.40722, 4.59812, -0.90904)  0.81
C (-1.13569, 6.09311, -1.16851)  -1.38
H (-1.77349, 4.11832, -1.83207)  0.46
H (-0.48680, 4.08633, -0.59306)  -0.71
H (-0.49412, 6.21453, -2.05141)  0.41
H (-2.07513, 6.63133, -1.35037)  0.40
H (-0.62745, 6.56672, -0.31730)  0.37
C (-2.03500, 3.68103, 1.91661)  0.52
C (-2.82670, 4.29671, 3.08837)  -1.34
H (-0.95918, 3.92842, 1.97088)  0.19
H (-2.12874, 2.58066, 1.88990)  -0.24
H (-2.28373, 4.19696, 4.03400)  0.39
H (-3.01131, 5.36275, 2.90442)  0.40
H (-3.79796, 3.80023, 3.20163)  0.37
C (2.10325, 2.13778, 2.38589)  -0.55
C (3.43349, 1.76907, 3.03302)  -1.41
H (1.25679, 1.85977, 3.03256)  0.46
H (2.03240, 3.21799, 2.20027)  0.58
H (3.47268, 0.70239, 3.29368)  0.33
H (4.28182, 1.99518, 2.37326)  0.39
H (3.56970, 2.33945, 3.96216)  0.41
C (1.58649, 2.61269, -0.44978)  0.33
C (2.48593, 2.53048, -1.66895)  -1.61
H (1.71676, 3.56826, 0.08147)  0.78
H (0.53640, 2.55413, -0.75825)  -0.73
H (3.54573, 2.46545, -1.39943)  0.46
H (2.23135, 1.67038, -2.29820)  0.22
H (2.35339, 3.43291, -2.27875)  0.43
C (3.05710, 0.04329, 0.33445)  -1.14
C (2.57515, -1.36767, 0.65975)  -0.69
H (3.97715, 0.28969, 0.87074)  0.72
H (3.23619, 0.17428, -0.73855)  0.54
H (2.73450, -2.04658, -0.18419)  0.19
H (3.04415, -1.76905, 1.56515)  0.31
H (1.44701, -1.47017, 0.86558)  -0.03
N (-3.71176, -3.84549, 4.72288)  -0.39
C (-3.19567, -3.24123, 3.60287)  0.43
O (-3.69359, -3.37594, 2.48524)  -0.58
C (-1.93062, -2.45542, 3.81892)  0.10
C (-1.02817, -2.64081, 4.88277)  -0.42
C (0.20466, -1.99343, 4.82164)  -0.97
C (0.53522, -1.19006, 3.72441)  0.11
N (-0.34320, -1.02628, 2.69697)  0.04
C (-1.59379, -1.56153, 2.79887)  -0.02
H (-4.63021, -4.25518, 4.62252)  0.27
H (-3.41558, -3.58134, 5.65392)  0.19
H (-1.26963, -3.31070, 5.70673)  0.44
H (0.95852, -2.12926, 5.59414)  0.45
H (1.51621, -0.71332, 3.61256)  0.29
H (-2.29321, -1.28800, 2.00820)  0.53

Charge: +4
HOMO energy (spin up / spin down): -17.89 / -18.52 eV
Spin multiplicity: 6



Respective energy above the lowest of the compared OMol25 structures with the same formula, charge and spin values: 66.57, 0.00 kJ/mol.